1.
46
Properties=species:S:1:pos:R:3:mulliken_charge:R:1 method="wB97M-V/def2-TZVPD" e_lumo_ha=-0.07173 relative_energy_ev=0.000 homo_lumo_gap_ev=7.85
C 4.855 -0.619 -0.767 -0.599
C 4.665 -0.802 0.554 -0.296
C 3.399 -0.126 1.183 -0.651
C 2.230 -0.454 0.265 0.361
C 1.942 -1.805 0.110 -1.077
C 0.928 -2.246 -0.706 -0.369
C 0.172 -1.263 -1.390 0.208
O -0.820 -1.610 -2.253 -0.524
C -1.860 -2.418 -1.659 -0.777
C -2.931 -1.612 -0.912 -0.520
O -2.393 -0.988 0.220 -0.247
C -3.431 -0.481 1.080 -0.269
C -3.852 0.933 0.620 -0.981
C 0.470 0.067 -1.221 0.054
B -0.433 1.094 -2.084 0.541
N 0.275 1.890 -3.098 -0.612
O -1.771 1.231 -1.920 -0.406
N 1.486 0.461 -0.379 0.677
P 1.877 2.160 -0.081 0.400
O 1.847 2.391 1.356 -0.527
H 5.082 -1.440 -1.455 0.268
H 4.737 0.371 -1.234 0.220
H 5.356 -1.400 1.153 0.411
H 3.637 0.937 1.285 0.425
H 3.218 -0.623 2.146 0.369
H 2.518 -2.555 0.651 0.484
H 0.729 -3.310 -0.812 0.536
H -1.489 -3.242 -1.033 0.316
H -2.387 -2.889 -2.503 0.373
H -3.711 -2.347 -0.622 0.531
H -3.374 -0.900 -1.631 0.233
H -4.308 -1.150 1.104 0.384
H -3.022 -0.388 2.092 0.213
H -4.321 0.856 -0.373 0.350
H -4.555 1.371 1.344 0.421
H -2.951 1.552 0.600 0.069
H 0.186 2.883 -2.894 0.279
H 1.265 1.660 -3.064 0.268
H -2.082 1.697 -2.712 0.252
H 3.174 2.368 -0.617 0.104
H 0.970 3.042 -0.694 0.087
F -1.008 3.164 4.630 -0.406
Al -1.067 1.546 4.079 0.524
F 0.412 0.748 4.445 -0.415
F -1.299 1.530 2.365 -0.272
F -2.365 0.717 4.830 -0.407



2.
44
Properties=species:S:1:pos:R:3:mulliken_charge:R:1 method="wB97M-V/def2-TZVPD" e_lumo_ha=-0.16403 relative_energy_ev=0.000 total_charge=+1 homo_lumo_gap_ev=7.50
C 0.982 1.643 3.579 -0.984
C 1.841 2.351 2.394 -0.132
C 0.887 2.861 1.168 -1.012
C 0.444 1.580 0.332 0.386
N 1.077 0.883 -0.781 0.390
C 2.363 1.380 -1.352 -0.218
Cl 2.446 1.315 -3.186 -0.089
C 3.676 0.721 -0.620 -0.307
C 4.688 0.109 -1.707 -1.254
C 0.241 -0.251 -1.111 0.547
C 0.536 -1.342 -2.231 -0.843
C 1.484 -2.556 -1.713 0.434
O 2.649 -2.716 -2.173 -0.461
Br 0.883 -3.877 -0.351 -0.090
C -1.017 -0.276 -0.212 -0.334
S -2.458 -1.427 -0.162 1.358
O -2.165 -2.805 -0.665 -0.496
O -3.506 -0.820 -1.076 -0.502
F -2.973 -1.556 1.420 -0.185
N -0.774 0.889 0.638 0.631
N -1.764 1.135 1.573 -1.134
H 0.348 2.431 4.145 0.268
H 0.231 0.874 3.170 0.229
H 1.667 1.080 4.322 0.337
H 2.457 3.219 2.846 0.382
H 2.612 1.618 1.935 0.149
H -0.004 3.406 1.667 0.402
H 1.509 3.560 0.509 0.330
H 2.417 2.504 -1.082 0.220
H 4.241 1.570 -0.068 0.310
H 3.370 -0.021 0.204 0.376
H 5.552 -0.381 -1.126 0.366
H 5.131 0.907 -2.392 0.355
H 4.197 -0.743 -2.312 0.312
H -0.482 -1.847 -2.465 0.417
H 0.914 -0.931 -3.224 0.390
H -2.708 1.120 1.140 0.276
H -1.600 2.033 2.065 0.200
C -6.770 -3.213 -0.664 -0.501
O -6.526 -2.047 0.110 -0.505
H -7.829 -3.461 -0.602 0.243
H -6.503 -3.025 -1.708 0.239
H -6.180 -4.046 -0.273 0.237
H -5.584 -1.849 0.038 0.262